Entry 1:
Density functional theory data (ωB97M-V/def2-TZVPD) for a molecular structure, C15H9N5O8S5SbW.

Atoms and positions in Å:
H 8.56176 5.52947 11.19488
S 7.26676 9.76329 8.04027
O 9.35400 11.87266 8.70915
O 7.84027 9.95256 11.07577
N 9.98124 14.73287 12.16462
N 5.15325 14.57548 7.50030
H 9.39192 15.48386 12.50339
C 6.40227 14.29985 6.93829
C 10.29575 6.71336 11.63402
H 6.02354 15.84243 5.48883
W 7.80072 11.38672 9.78024
C 8.03120 14.93897 5.30842
O 6.90640 12.70801 8.71142
O 10.30482 11.66132 6.68061
H 9.95022 13.90196 5.39053
C 9.37779 13.61858 11.72279
O 4.86560 14.11647 8.65230
C 7.26483 13.36930 7.60566
H 10.93705 5.86811 11.81080
N 10.24066 12.71519 11.16698
C 10.00256 9.06821 11.32243
C 8.64708 8.89429 11.12759
C 10.47158 10.42977 11.24258
C 8.12259 7.59272 11.04333
C 6.74281 15.06156 5.82157
S 4.43408 7.32657 9.89260
N 9.72088 11.53228 11.01829
C 8.93745 6.52862 11.32004
S 5.10689 11.18338 10.37876
O 9.66119 15.76115 3.98287
C 9.49818 12.21764 7.40293
H 11.54932 10.62208 11.41196
C 8.50210 13.27959 6.95418
H 7.04338 7.45384 10.83659
Sb 4.89497 9.30041 8.84148
O 4.31666 15.23736 6.83319
N 8.43449 15.80828 4.28582
C 8.91915 14.00976 5.84090
C 10.83585 7.97798 11.72214
H 11.84238 8.20132 12.09442
O 7.60902 16.59514 3.73376
H 10.96541 14.91850 11.97601
S 3.41951 9.76287 7.18566
S 7.71933 13.28956 11.76921

Forces on the atoms, in the same order (eV/Å):
H -0.2 -0.2 0.1
S 0.6 1.0 1.5
O -0.6 0.1 -0.9
O -0.6 0.2 -1.5
N -0.6 1.1 0.4
N -4.9 0.0 2.7
H 0.3 -0.2 -0.2
C 1.1 -0.2 0.0
C 0.2 0.2 0.4
H 0.7 -0.9 0.1
W -0.4 -2.3 2.0
C -1.1 -0.8 1.1
O 0.8 1.9 -2.4
O -1.0 1.2 1.2
H -1.5 -0.1 0.8
C 2.7 -2.5 -2.0
O 1.0 1.6 -3.2
C -0.5 0.8 -0.2
H 0.0 -0.3 0.2
N 0.8 3.2 1.7
C 0.6 0.7 0.3
C -0.5 -1.5 0.1
C -0.2 2.7 0.1
C -1.2 0.5 0.5
C 0.0 0.3 0.6
S 0.7 0.4 -0.1
N -0.3 -4.4 -0.4
C 0.8 0.0 -0.7
S 1.9 -0.3 -0.5
O -2.7 0.4 0.3
C -0.1 -0.8 -0.6
H -0.7 0.1 0.2
C 2.1 -1.6 0.0
H 0.7 0.1 0.1
Sb -1.0 0.2 0.4
O 1.7 -1.0 1.0
N 1.7 2.4 -3.0
C 0.3 0.2 -0.2
C -0.7 0.9 -0.8
H -0.3 -0.3 -0.5
O 2.0 -2.1 1.5
H -0.6 -0.4 0.1
S 0.6 0.1 0.1
S -1.3 -0.3 -0.5

The total charge is -1. As for the energy above the lowest of the compared OMol25 structures with the same formula, charge and spin: 0.0 kJ/mol. For the orbital gap (alpha / beta), the calculation gives 5.0 / 5.0 eV. Its total energy is -3750.9480 hartree.

=====

Entry 2:
Density functional theory data (ωB97M-V/def2-TZVPD) for a molecular structure, C16Cl64.

Atoms and positions in Å:
Cl 3.68086 6.44086 -2.18690
Cl 0.05093 -2.93805 -4.51899
C 1.96154 6.21959 -2.50764
Cl 0.25756 5.94252 5.86417
Cl 5.69858 0.11432 -3.78584
C -5.08931 2.87331 5.18601
Cl 5.44730 4.24153 0.28941
C -5.71279 2.77510 -2.72052
Cl -1.39628 -1.25683 8.08117
Cl 6.56200 -1.78828 1.96028
C -2.17658 4.54306 -0.17425
Cl -3.42138 -5.75706 -0.88091
Cl 6.31737 -2.63596 -3.99334
Cl -2.08006 5.11534 -1.80851
Cl 5.31582 -3.58820 0.12021
Cl -0.14047 -0.37186 5.55964
C 0.74405 -5.56109 -0.11259
Cl -2.06085 0.05816 -4.91662
Cl -5.87310 4.39991 4.75679
Cl 1.36928 -1.72018 -0.05353
Cl 1.69020 -3.63896 5.15293
Cl -0.31638 -5.02905 -6.41909
Cl 4.13601 -1.78356 -2.35156
Cl -5.04223 -3.05100 1.15727
Cl -0.98500 1.42559 -7.27991
Cl -3.88254 4.32546 0.30212
Cl 0.90655 3.83234 3.92383
Cl 4.01038 -3.95652 3.33422
C 3.02789 -2.81291 4.30517
C -1.51347 -1.25353 6.26092
Cl -6.32001 1.56933 5.39490
Cl -0.88373 -0.66292 -1.42623
Cl -0.48267 -4.79935 0.90242
C 5.16572 2.48145 0.26377
C 6.84153 -2.84762 0.57807
Cl 7.49242 -1.86157 -0.83664
Cl -0.61550 3.21801 6.14524
Cl -1.34933 2.94539 0.05205
Cl 6.75904 1.54931 0.31423
Cl 8.00855 -4.10618 0.95150
C -0.32412 4.49924 5.01059
Cl -1.34690 2.90301 -4.76904
Cl -4.14071 2.37195 3.78198
Cl 1.37941 1.10529 -0.78888
Cl -5.40950 4.53192 -3.08756
Cl 4.36070 2.11866 -1.28785
Cl -1.55478 -2.91711 5.72471
Cl -3.13176 -1.75665 2.57744
Cl 1.35471 -2.61903 -7.00526
Cl -3.97036 3.01365 6.53437
Cl 0.73597 0.89899 -5.10924
Cl 0.51567 -5.03268 -1.78040
Cl 3.94977 -1.75047 -5.30777
Cl -5.89315 -0.95697 3.07240
Cl -0.49669 0.02013 1.33859
Cl -4.37281 2.03509 -1.81471
Cl -1.35620 5.81545 0.80010
Cl 1.49647 4.47186 -2.20549
C -4.65626 -1.46067 1.85532
Cl -3.26108 -3.39225 -2.49174
Cl -1.77104 4.75881 3.98418
Cl 1.51635 6.72917 -4.14219
Cl -7.27797 2.62354 -1.79992
Cl -5.92115 1.96174 -4.34581
C -0.90709 1.29350 -5.51721
Cl 4.09013 -1.94275 5.52166
C 5.01302 -1.52492 -3.87390
Cl 2.34032 -4.63182 -5.33546
Cl 2.26088 -1.64988 3.24749
Cl -3.04886 -0.50642 5.80760
C 0.85970 -3.79767 -5.82506
C 0.37233 -0.27352 -0.21038
Cl 2.30948 -4.99156 0.54054
C -3.52781 -5.11555 -2.51418
Cl 1.08751 7.28689 -1.37230
Cl -4.59900 -0.26689 0.59074
Cl -2.34813 -5.91274 -3.58191
Cl 0.67797 -7.24786 0.20141
Cl -5.19995 -5.52505 -2.97088
Cl 4.09300 2.18368 1.66476

Forces on the atoms, in the same order (eV/Å):
Cl -0.1 -0.3 -0.3
Cl 0.2 0.0 0.4
C -0.4 -0.2 0.6
Cl -0.4 -0.2 -0.5
Cl -0.2 0.0 -0.4
C 0.0 -0.6 -0.8
Cl 0.5 -0.3 0.0
C -0.7 0.2 -0.8
Cl 0.1 0.1 -0.9
Cl 0.2 0.0 -0.2
C 0.2 -0.1 0.7
Cl 0.7 -0.1 0.5
Cl 0.7 -0.9 -0.2
Cl -0.1 -0.3 -0.7
Cl 0.0 -0.1 -0.1
Cl -0.4 -0.3 0.2
C 0.2 1.2 0.8
Cl 0.5 0.5 -0.3
Cl 0.0 -0.1 0.5
Cl 0.2 0.3 0.1
Cl 0.8 -0.1 0.0
Cl 0.5 0.5 -0.2
Cl -0.3 0.0 -0.5
Cl -0.9 0.0 -0.3
Cl -0.4 0.0 0.2
Cl 0.6 0.5 0.4
Cl 0.5 0.5 -0.3
Cl -0.4 0.4 0.8
C 0.2 0.0 0.5
C -0.2 0.2 0.9
Cl 0.3 0.7 0.6
Cl 0.2 0.4 0.0
Cl -0.5 0.4 0.1
C 0.3 0.3 -0.2
C 0.3 0.6 -0.7
Cl -0.4 -0.6 1.0
Cl -0.4 -0.3 0.8
Cl -0.4 1.1 -0.2
Cl -1.6 0.8 0.2
Cl 0.1 0.1 0.1
C 0.1 -0.4 -0.7
Cl 0.2 -0.9 -0.4
Cl 0.2 -0.2 -0.4
Cl -0.8 -0.8 0.7
Cl -0.1 -1.1 0.5
Cl 0.4 -0.1 0.6
Cl 0.2 -0.3 -0.2
Cl 1.2 0.6 0.8
Cl -0.4 0.2 -0.9
Cl -0.7 0.1 0.2
Cl 0.3 -0.2 0.5
Cl 0.2 -0.4 0.3
Cl 0.4 0.6 0.8
Cl 0.6 -0.3 -0.5
Cl 0.8 0.2 -0.6
Cl -0.6 0.2 -0.8
Cl -0.4 -0.7 0.1
Cl 0.3 1.2 -0.3
C -1.0 -0.7 0.0
Cl 0.0 0.3 -0.1
Cl 0.4 0.5 0.8
Cl 0.2 -0.4 0.2
Cl 1.2 0.1 -0.5
Cl 0.2 0.3 1.2
C -0.6 0.7 0.2
Cl -0.7 -0.7 -0.9
C -0.5 0.6 0.1
Cl -0.3 -0.3 0.5
Cl 0.3 0.3 -0.3
Cl 0.2 0.2 0.1
C -0.2 -0.6 0.2
C -0.4 -0.2 -0.4
Cl 0.2 0.2 -0.4
C -0.4 -0.7 0.2
Cl 0.0 -0.4 -0.1
Cl 0.1 0.4 -0.2
Cl -0.4 0.2 0.2
Cl -0.1 -1.2 -0.6
Cl 0.1 0.3 -0.7
Cl 0.6 -0.6 -0.6

As for the energy above the lowest of the compared OMol25 structures with the same formula, charge and spin: 33.2 kJ/mol. For the orbital gap, the calculation gives 10.7 eV. Its total energy is -30061.7446 hartree.

=====

Entry 3:
Density functional theory data (ωB97M-V/def2-TZVPD) for a molecular structure, C16H10AuClN3O5S.

Atoms and positions in Å:
C 3.12717 -0.02490 0.10666
H -1.32412 -0.82444 -4.84060
H 3.95999 0.88438 3.19136
H 5.49492 2.28974 -0.58948
C 4.84298 1.65461 -0.01512
C -1.28648 -0.11977 -1.53663
H -4.19581 -1.11856 3.52390
H 0.12216 1.19348 -0.58308
H 0.68930 0.59506 -4.77963
O -2.72892 -1.15406 4.05073
C -0.99805 -0.39908 -3.90437
Cl -4.45998 -0.03413 -1.40304
H 5.44451 2.43603 1.91540
N -1.39076 -0.61110 0.82162
O -0.64754 -1.27582 3.29090
C 0.55277 0.95692 -2.67363
C -1.89849 -1.10948 3.13674
H -2.58757 -1.28344 -2.78143
H 3.90007 0.71823 -1.71376
C -0.13503 0.68502 -1.49768
N 3.21411 -0.00609 1.49645
C 4.01712 0.89416 2.11383
C 3.97084 0.78051 -0.63932
O -5.94384 -0.91412 0.99145
S 1.90910 -1.02004 -0.60501
C -4.98231 -0.91856 1.72302
C 4.82373 1.72487 1.39636
N -2.00025 -0.37241 -0.37199
O -5.07433 -1.10586 3.01120
H 1.41675 1.60526 -2.63328
C -1.70875 -0.66084 -2.75302
C -2.34611 -0.83607 1.75186
C -3.61564 -0.71777 1.15103
O 2.51943 -0.85224 2.23004
C -3.35678 -0.43035 -0.18604
C 0.13837 0.40693 -3.87096
Au 0.53745 -1.03609 1.47552

Forces on the atoms, in the same order (eV/Å):
C -0.8 -0.9 1.2
H -0.1 -0.1 -0.1
H 0.0 -0.1 0.0
H 0.1 0.1 -0.1
C -0.6 -0.4 0.8
C 1.5 0.8 -1.5
H -0.1 0.1 -0.5
H 0.1 -0.1 0.1
H 0.0 0.1 -0.1
O 0.0 0.0 -0.3
C 0.3 0.1 -0.1
Cl 0.0 0.0 0.0
H 0.1 0.0 0.1
N -1.6 -0.3 0.2
O 0.1 0.1 -0.1
C -0.2 0.1 0.1
C 0.3 -0.2 1.1
H 0.0 -0.1 -0.1
H 0.0 0.0 -0.1
C -1.4 0.3 -0.3
N 0.7 0.8 -1.6
C -0.4 -0.5 0.1
C 0.7 0.6 0.2
O 0.1 0.0 0.1
S 0.5 -0.5 0.9
C -0.2 0.0 -0.4
C 0.4 0.3 -1.0
N -1.4 -0.5 1.9
O 0.0 -0.1 0.7
H 0.0 0.0 0.0
C 0.1 -0.1 0.4
C 0.1 0.7 -2.1
C 0.3 -0.1 0.0
O -0.2 -0.2 0.5
C 0.5 0.2 0.4
C -0.2 -0.1 0.1
Au 1.1 0.1 -0.7

As for the energy above the lowest of the compared OMol25 structures with the same formula, charge and spin: 91.9 kJ/mol. For the orbital gap (alpha / beta), the calculation gives 7.8 / 6.8 eV. Its total energy is -2150.2054 hartree. The spin multiplicity is 2. Its expectation value of S² is 0.76.

=====

Entry 4:
Density functional theory data (ωB97M-V/def2-TZVPD) for a molecular structure, C16H10Br6O2.

Atoms and positions in Å:
Br 1.11875 -3.06171 0.94965
H -1.04955 -3.15804 -2.34592
C -1.34035 0.47168 -0.69975
O 2.09532 -0.48901 0.26530
C -0.19085 -1.22476 1.95923
H -0.98282 4.40034 0.43398
O -2.58990 2.47341 -0.19928
C 0.94999 1.70042 0.44970
C -2.40658 -0.21408 -1.37817
C -1.08449 -2.18767 -1.87310
C 2.14314 2.30032 1.00378
Br 2.58550 -4.38088 -1.69613
C -0.09443 3.79058 0.50723
H 0.44908 -3.13556 -1.47715
H 0.82684 -2.24084 -1.01223
Br -0.65444 -5.25368 -0.98306
H 3.00183 1.70324 1.27315
H 3.04722 4.11690 1.55196
H 0.99530 5.50333 1.20109
Br 0.41122 -2.59422 3.19898
C 1.00071 4.43685 1.03081
C -0.03365 -1.61115 -1.18384
H 0.41905 -1.26331 1.05666
H -3.24992 0.43707 -1.55479
C 0.83056 -3.92316 -0.82734
C 2.09834 3.68660 1.26760
Br -0.25412 0.51810 2.92954
C -1.50297 1.86309 -0.17207
C 1.07333 0.22966 0.04726
C -0.09856 -0.31275 -0.60441
C -2.24899 -1.51399 -1.98642
C -0.22193 2.44217 0.29967
H -3.09368 -1.81570 -2.58798
Br -1.94904 -1.69334 1.15593

Forces on the atoms, in the same order (eV/Å):
Br 2.2 -6.8 -5.3
H 0.3 0.1 0.0
C 0.3 -3.0 -1.5
O -2.3 2.8 -0.8
C -2.7 1.3 1.7
H -0.3 -0.1 -0.4
O 2.5 -1.4 0.2
C 2.9 -1.0 0.6
C 2.0 0.8 -0.3
C -0.2 0.2 -0.5
C -2.7 0.5 -0.7
Br -1.2 -0.2 0.6
C -2.0 1.4 1.0
H 0.7 -3.8 -0.3
H 0.5 4.0 -0.2
Br 1.3 0.1 0.7
H 0.0 -0.1 -0.4
H -0.1 0.3 0.4
H -0.1 0.0 0.0
Br -1.2 1.9 4.5
C -0.4 0.1 -0.6
C -0.3 3.8 0.4
H -0.4 1.0 1.6
H -0.5 -0.4 0.0
C 1.1 -2.2 -0.9
C 2.4 -1.9 0.0
Br -0.3 -1.3 -0.1
C -1.5 0.5 -0.6
C 2.7 0.1 0.6
C -2.3 0.5 -2.1
C -1.7 3.6 0.6
C 0.9 0.3 -0.6
H 0.1 -0.5 0.0
Br 0.1 -0.7 2.5

For the orbital gap, the calculation gives 7.2 eV. Its total energy is -16209.9690 hartree.